# 1
This record from the OMol25 dataset describes 2 unconnected molecules or ions with the total composition CH3O2S2. The level of theory is ωB97M-V/def2-TZVPD.

Kohn-Sham gap (alpha / beta) in eV: 6.53 / 6.62
Highest occupied orbital energy (alpha / beta) in eV: -2.679 / -4.074
Maximum force in eV/Å: 1.87
LUMO level (alpha / beta) in eV: 3.85 / 2.55
<S²>: 2.01
ΔE to the lowest compared entry with this formula, charge and spin in kcal/mol: 18.1

```
! wB97M-V def2-TZVPD RIJCOSX def2/J DEFGRID3
* xyz -1 3
C 1.454 -0.188 0.041
O -1.538 1.003 -1.294
O -1.426 1.082 1.162
S -2.145 -1.495 0.077
S -1.264 0.283 -0.051
H 1.865 0.783 0.239
H 1.538 -0.937 0.801
H 1.514 -0.531 -0.975
*
```

***

# 2
This record from the OMol25 dataset describes a gas-phase ion, CH3O2S3 (charge -1). The level of theory is ωB97M-V/def2-TZVPD.

Kohn-Sham gap in eV: 7.20
Highest occupied orbital energy in eV: -3.971
Maximum force in eV/Å: 2.72
LUMO level in eV: 3.23
ΔE to the lowest compared entry with this formula, charge and spin in kcal/mol: 2.6

```
! wB97M-V def2-TZVPD RIJCOSX def2/J DEFGRID3
* xyz -1 1
C -0.348 -0.253 0.787
O 1.918 0.074 -1.162
O 1.266 2.303 -1.767
S -1.463 -1.358 1.874
S -1.090 0.478 -0.638
S 1.011 0.889 -1.919
H -1.783 -1.933 0.775
H -0.149 0.529 1.618
H 0.639 -0.729 0.432
*
```